Computed, not measured: a molecular structure, C56H44BrN3O3P2PtSTe in a non-equilibrium geometry, with wB97M-V/def2-TZVPD.

Each line ends with the Mulliken charge.
Atoms and positions in Å:
Pt  -0.847  0.208  0.909  1.366
Te  -1.852  -3.309  3.771  0.186
C  -0.741  -5.131  3.954  -0.047
C  -1.096  -6.267  3.235  -0.178
C  -0.280  -7.389  3.284  -0.326
N  0.847  -7.457  3.988  -0.687
C  1.183  -6.369  4.678  -0.407
C  0.435  -5.202  4.696  -0.123
C  -0.592  -2.306  2.541  -0.832
P  0.021  -0.670  2.827  -0.186
C  1.838  -0.667  2.953  0.225
C  2.547  -1.836  3.205  0.039
C  3.935  -1.816  3.234  -0.581
C  4.617  -0.629  3.005  -0.763
C  3.914  0.542  2.747  -0.500
C  2.530  0.521  2.721  -0.439
C  -0.503  -0.062  4.466  0.436
C  -1.759  0.528  4.576  -0.248
C  -2.233  0.942  5.810  -0.680
C  -1.452  0.776  6.947  -0.438
C  -0.194  0.201  6.843  -0.683
C  0.279  -0.215  5.607  -0.323
P  -0.812  -2.024  0.800  -0.111
C  0.646  -2.772  -0.004  -0.069
C  1.209  -2.165  -1.119  -0.320
C  2.346  -2.708  -1.704  -0.540
C  2.917  -3.860  -1.183  -0.866
C  2.351  -4.474  -0.072  -0.615
C  1.222  -3.930  0.518  0.066
C  -2.205  -2.989  0.166  0.974
C  -3.478  -2.443  0.315  -0.411
C  -4.591  -3.122  -0.148  -0.598
C  -4.439  -4.356  -0.769  -0.528
C  -3.174  -4.898  -0.930  -0.893
C  -2.056  -4.214  -0.473  -0.297
H  -1.990  -6.275  2.622  0.367
H  -0.545  -8.275  2.715  0.352
H  2.105  -6.431  5.250  0.369
H  0.775  -4.351  5.274  0.391
H  1.997  -2.760  3.347  0.225
H  4.484  -2.732  3.418  0.423
H  5.701  -0.617  3.008  0.381
H  4.439  1.468  2.543  0.541
H  1.984  1.429  2.492  0.405
H  -2.352  0.673  3.679  0.304
H  -3.210  1.403  5.884  0.384
H  -1.820  1.106  7.911  0.354
H  0.423  0.079  7.725  0.381
H  1.265  -0.658  5.527  0.361
H  0.763  -1.266  -1.534  0.407
H  2.787  -2.219  -2.564  0.488
H  3.810  -4.275  -1.635  0.356
H  2.800  -5.368  0.345  0.467
H  0.797  -4.374  1.412  0.245
H  -3.587  -1.468  0.779  0.383
H  -5.574  -2.685  -0.033  0.400
H  -5.308  -4.888  -1.138  0.377
H  -3.048  -5.853  -1.427  0.421
H  -1.070  -4.634  -0.622  0.387
Br  -2.478  -1.277  -2.983  -0.062
C  -1.261  -0.148  -3.918  0.136
C  -1.667  0.449  -5.102  -0.598
C  -0.763  1.303  -5.713  -0.261
C  0.476  1.514  -5.131  -0.625
C  0.773  0.845  -3.955  -0.549
N  -0.087  0.018  -3.360  0.183
H  -2.656  0.273  -5.497  0.420
H  -1.033  1.815  -6.629  0.355
H  1.191  2.204  -5.557  0.446
H  1.716  0.983  -3.438  0.462
C  -1.717  1.335  -0.374  -0.268
C  -2.018  2.082  -1.351  0.055
C  -2.331  2.844  -2.404  0.649
C  -3.710  2.758  -2.921  -0.070
C  -4.768  2.452  -2.052  -0.720
C  -6.061  2.303  -2.518  -0.659
C  -6.347  2.445  -3.871  -0.443
C  -5.311  2.728  -4.749  -1.074
C  -4.013  2.881  -4.284  0.244
C  -1.292  3.713  -2.997  -0.429
C  0.052  3.523  -2.645  0.548
C  1.054  4.340  -3.133  -0.383
C  0.745  5.382  -4.000  -0.833
C  -0.580  5.602  -4.342  -0.775
C  -1.587  4.786  -3.844  -0.499
H  -4.545  2.319  -1.001  0.437
H  -6.854  2.067  -1.818  0.376
H  -7.360  2.325  -4.235  0.376
H  -5.510  2.819  -5.811  0.353
H  -3.214  3.064  -4.990  0.622
H  0.301  2.720  -1.960  0.007
H  2.078  4.171  -2.822  0.472
H  1.529  6.027  -4.378  0.436
H  -0.842  6.432  -4.989  0.376
H  -2.615  5.014  -4.091  0.598
N  2.209  0.840  -0.643  0.927
C  2.917  2.023  -0.416  0.230
C  2.296  3.170  0.077  0.224
C  3.017  4.350  0.215  -0.956
C  4.359  4.417  -0.123  -0.174
C  4.980  3.271  -0.600  -0.807
C  4.275  2.090  -0.744  -0.628
S  5.303  5.928  0.091  1.314
O  6.253  5.918  -1.020  -0.731
O  5.937  5.788  1.398  -0.713
O  4.312  6.995  0.026  -0.726
H  2.778  0.009  -0.566  0.281
H  1.337  0.719  -0.121  -1.086
H  1.244  3.135  0.344  0.499
H  2.528  5.245  0.579  0.432
H  6.027  3.322  -0.874  0.421
H  4.770  1.204  -1.130  0.414

LUMO level (alpha / beta) (eV): 3.24 / 3.24
HOMO (alpha / beta) (hartree): -0.0710 / -0.0711
Multiplicity: 1
Relative energy (zero: lowest compared OMol25 entry of this formula, charge and spin) (kJ/mol): 7.2
Frontier orbital gap (alpha / beta) (Ha): 0.190 / 0.190
Total charge: -2

---

Computed, not measured: a molecular structure, C56H44N4P4PdSe2Te, with wB97M-V/def2-TZVPD.

Each line ends with the Mulliken charge.
Atoms and positions in Å:
Pd  -1.028  -0.399  -0.024  -0.333
Se  4.636  1.412  -3.462  -0.293
P  4.528  1.415  -1.364  0.393
C  5.931  0.614  -0.528  0.733
C  7.192  0.970  -1.005  -0.548
C  8.334  0.491  -0.386  -0.678
C  8.225  -0.351  0.714  -0.462
C  6.974  -0.709  1.188  -0.721
C  5.825  -0.229  0.572  -0.233
C  4.599  3.077  -0.627  0.758
C  4.575  3.211  0.760  -0.467
C  4.714  4.459  1.342  -0.611
C  4.921  5.575  0.540  -0.675
C  4.979  5.438  -0.838  -0.583
C  4.809  4.192  -1.426  -0.494
C  3.041  0.597  -0.751  0.807
C  1.727  0.954  -0.461  -1.013
N  1.053  -0.206  -0.289  1.088
N  1.879  -1.214  -0.487  -0.420
N  3.076  -0.758  -0.764  -1.026
P  0.789  2.435  -0.165  0.597
Se  -1.303  2.030  -0.546  -0.411
C  1.383  3.741  -1.248  0.685
C  1.680  3.376  -2.561  -0.329
C  2.026  4.348  -3.483  -0.814
C  2.049  5.684  -3.108  -0.547
C  1.755  6.047  -1.801  -0.822
C  1.432  5.078  -0.865  -0.279
C  0.992  2.883  1.572  0.977
C  0.311  3.985  2.089  -0.578
C  0.422  4.299  3.433  -0.898
C  1.180  3.495  4.275  -0.586
C  1.815  2.369  3.775  -0.855
C  1.721  2.062  2.425  -0.302
H  7.274  1.612  -1.875  0.337
H  9.308  0.769  -0.766  0.386
H  9.117  -0.731  1.195  0.370
H  6.885  -1.374  2.037  0.407
H  4.855  -0.534  0.935  0.304
H  4.474  2.334  1.386  0.403
H  4.675  4.558  2.420  0.442
H  5.048  6.550  0.994  0.411
H  5.148  6.306  -1.463  0.440
H  4.836  4.069  -2.502  0.358
H  1.658  2.335  -2.858  0.529
H  2.289  4.058  -4.491  0.461
H  2.310  6.443  -3.834  0.403
H  1.791  7.087  -1.503  0.444
H  1.238  5.369  0.158  0.398
H  -0.330  4.579  1.450  0.577
H  -0.101  5.159  3.828  0.457
H  1.255  3.736  5.328  0.451
H  2.380  1.724  4.435  0.488
H  2.206  1.175  2.038  0.425
Te  -4.402  -3.923  1.252  0.318
C  -5.418  -4.502  -0.522  0.076
C  -5.682  -5.842  -0.772  -0.474
C  -6.386  -6.189  -1.918  -0.374
N  -6.829  -5.309  -2.810  -0.646
C  -6.577  -4.026  -2.560  -0.356
C  -5.894  -3.574  -1.442  0.217
C  -3.063  -2.536  0.541  -1.407
P  -3.153  -0.805  0.557  1.550
C  -3.389  -0.075  2.202  0.379
C  -2.983  -0.800  3.319  -0.482
C  -3.066  -0.238  4.584  -0.814
C  -3.551  1.053  4.739  -0.548
C  -3.953  1.782  3.628  -0.779
C  -3.872  1.222  2.362  -0.329
C  -4.522  -0.169  -0.436  0.706
C  -5.811  -0.117  0.094  -0.317
C  -6.885  0.196  -0.724  -0.704
C  -6.678  0.458  -2.072  -0.591
C  -5.396  0.415  -2.603  -0.798
C  -4.318  0.103  -1.787  -0.731
P  -1.391  -2.649  0.052  0.969
C  -1.212  -3.256  -1.666  0.588
C  -2.349  -3.502  -2.425  -0.275
C  -2.234  -3.952  -3.733  -0.639
C  -0.979  -4.143  -4.291  -0.550
C  0.161  -3.889  -3.538  -0.792
C  0.049  -3.452  -2.228  -0.344
C  -0.415  -3.817  1.017  0.386
C  0.534  -3.368  1.928  -0.185
C  1.240  -4.281  2.698  -0.632
C  0.995  -5.639  2.558  -0.476
C  0.052  -6.090  1.644  -0.727
C  -0.651  -5.183  0.868  -0.315
H  -5.336  -6.618  -0.101  0.380
H  -6.594  -7.232  -2.130  0.366
H  -6.946  -3.313  -3.291  0.400
H  -5.738  -2.514  -1.301  0.229
H  -2.604  -1.807  3.190  0.271
H  -2.754  -0.809  5.448  0.458
H  -3.619  1.491  5.727  0.415
H  -4.332  2.789  3.746  0.439
H  -4.181  1.798  1.499  0.458
H  -5.974  -0.339  1.143  0.409
H  -7.885  0.225  -0.311  0.433
H  -7.520  0.698  -2.710  0.409
H  -5.235  0.621  -3.653  0.476
H  -3.316  0.054  -2.199  0.442
H  -3.322  -3.346  -1.985  0.298
H  -3.127  -4.157  -4.311  0.506
H  -0.887  -4.488  -5.313  0.391
H  1.143  -4.029  -3.972  0.441
H  0.939  -3.249  -1.645  0.403
H  0.731  -2.306  2.015  0.276
H  1.986  -3.932  3.400  0.418
H  1.549  -6.351  3.157  0.388
H  -0.132  -7.151  1.531  0.406
H  -1.374  -5.533  0.141  0.438

LUMO level (eV): -0.01
HOMO (hartree): -0.2836
Multiplicity: 1
Frontier orbital gap (Ha): 0.283

---

| no. | E (eV) |
| --- | --- |
| 1 | -179395.560 |
| 2 | -243370.007 |